Here is a structure of composition C25H61N4O11Sr2 in a non-equilibrium geometry from the OMol25 dataset. Energies are from wB97M-V/def2-TZVPD.

Cartesian coordinates (Å):
Sr: 2.406 -3.475 -4.908
Sr: 6.934 0.766 -1.925
O: 1.886 -0.448 -3.027
O: -2.540 4.612 4.263
O: -2.993 -3.808 2.211
O: 1.081 0.449 -1.237
O: 3.255 0.490 -1.632
O: -4.697 -1.761 -1.865
O: 0.625 -4.818 -2.284
O: 2.575 6.310 1.764
O: 4.756 1.479 3.252
O: -2.706 -6.948 -3.668
O: 5.956 3.626 -1.844
N: -0.701 5.334 1.979
N: 7.111 2.658 0.667
N: -1.002 -4.530 -4.627
N: -5.531 -2.664 1.108
C: -6.362 -2.109 0.028
C: -3.909 -7.773 -3.706
C: 4.726 3.960 -2.531
C: 6.111 4.515 -0.738
C: 7.298 4.057 0.229
C: 3.368 7.450 1.627
C: -3.780 4.693 5.006
C: -5.967 -2.299 -1.389
C: -1.643 -4.305 -3.258
C: 2.102 0.188 -1.975
C: -1.696 5.760 4.150
C: 1.361 6.415 0.985
C: 0.518 5.143 1.305
C: -2.069 -4.077 3.300
C: -1.060 -5.994 -4.981
C: -0.382 5.475 3.346
C: -5.236 -4.103 1.129
C: -0.789 -5.007 -2.134
C: -4.304 -4.470 2.209
C: 1.269 -5.120 -1.011
C: -2.454 -6.671 -5.011
C: 3.434 1.337 2.747
C: -4.509 -0.444 -1.503
C: 5.725 1.253 2.261
C: 5.872 2.601 1.486
H: -2.106 6.710 3.807
H: -7.417 -2.362 0.141
H: -3.540 -0.137 -1.896
H: -6.760 -1.822 -1.964
H: 2.799 8.377 1.692
H: -3.888 3.749 5.541
H: 5.185 4.506 -0.163
H: -4.762 4.982 4.631
H: -5.307 0.171 -1.918
H: 0.185 4.650 0.392
H: -1.157 -4.609 -1.188
H: -1.214 -3.411 3.408
H: 4.680 4.982 -2.905
H: 5.488 0.414 1.608
H: -2.660 -4.697 -3.241
H: 7.791 2.279 1.310
H: 4.021 7.620 2.483
H: -1.381 5.901 5.183
H: -3.803 -8.222 -2.719
H: -4.636 -2.207 1.214
H: -3.279 -6.145 -5.491
H: -2.337 -7.549 -5.645
H: 0.486 0.173 -1.938
H: -6.365 -1.038 0.232
H: 6.240 5.577 -0.950
H: -1.791 -5.131 3.270
H: 1.669 6.206 -0.039
H: -6.159 -4.629 1.374
H: 0.987 -5.970 -0.390
H: 2.352 -5.241 -1.038
H: -1.557 -3.250 -2.996
H: -3.905 -8.727 -4.233
H: 4.609 3.302 -3.392
H: -6.088 -3.366 -1.578
H: 0.266 6.346 3.445
H: -4.824 -4.296 3.150
H: 1.149 -4.253 -0.360
H: -2.575 -4.064 4.266
H: 7.350 4.750 1.069
H: -0.646 -6.011 -5.989
H: 1.082 4.344 1.787
H: 0.253 4.656 3.683
H: -3.695 5.525 5.706
H: 3.015 0.372 3.032
H: 5.007 2.608 0.823
H: -0.309 -6.497 -4.372
H: -4.860 -7.270 -3.879
H: -0.946 -6.085 -2.114
H: -4.585 -0.300 -0.425
H: 8.165 4.114 -0.429
H: 0.846 7.375 0.990
H: 3.411 1.488 1.668
H: -1.540 -4.111 -5.372
H: 6.723 1.097 2.670
H: 4.019 7.465 0.752
H: -4.852 -4.337 0.136
H: 2.761 2.068 3.197
H: 5.828 3.471 2.140
H: 3.795 3.773 -1.995
H: -4.055 -5.531 2.185
H: -1.199 4.467 1.838

Values from the calculation:
Kohn-Sham gap (eV): 2.28
ΔE to the lowest compared entry with this formula, charge and spin (kJ/mol): 862.3
E_HOMO (eV): -12.6
Charge: +3

Here are the Mulliken charges for atoms 1 to 99, given in e: number 1, Sr, carries 1.74; number 2, Sr, carries 1.69; number 3, O, carries -0.78; number 4, O, carries -0.35; number 5, O, carries -0.27; number 6, O, carries -0.30; number 7, O, carries -0.75; number 8, O, carries -0.31; number 9, O, carries -0.19; number 10, O, carries -0.25; number 11, O, carries -0.39; number 12, O, carries -0.24; number 13, O, carries -0.17; number 14, N, carries -0.38; number 15, N, carries -0.03; number 16, N, carries -0.22; number 17, N, carries -0.25; number 18, C, carries -1.13; number 19, C, carries -0.92; number 20, C, carries -0.79; number 21, C, carries -0.40; number 22, C, carries -0.85; number 23, C, carries -0.89; number 24, C, carries -0.75; number 25, C, carries -0.52; number 26, C, carries -0.90; number 27, C, carries 0.72; number 28, C, carries -0.69; number 29, C, carries -0.64; number 30, C, carries -0.68; number 31, C, carries -0.81; number 32, C, carries -0.96; number 33, C, carries -0.42; number 34, C, carries -0.27; number 35, C, carries -0.64; number 36, C, carries -0.72; number 37, C, carries -0.89; number 38, C, carries -0.56; number 39, C, carries -0.46; number 40, C, carries -0.71; number 41, C, carries -0.43; number 42, C, carries -0.67; number 43, H, carries 0.30; number 44, H, carries 0.42; number 45, H, carries 0.17; number 46, H, carries 0.44; number 47, H, carries 0.36; number 48, H, carries 0.26; number 49, H, carries 0.21; number 50, H, carries 0.31; number 51, H, carries 0.35; number 52, H, carries 0.47; number 53, H, carries 0.59; number 54, H, carries 0.25; number 55, H, carries 0.31; number 56, H, carries 0.34; number 57, H, carries 0.35; number 58, H, carries 0.31; number 59, H, carries 0.31; number 60, H, carries 0.44; number 61, H, carries 0.30; number 62, H, carries 0.30; number 63, H, carries 0.38; number 64, H, carries 0.49; number 65, H, carries 0.24; number 66, H, carries 0.49; number 67, H, carries 0.45; number 68, H, carries 0.31; number 69, H, carries 0.35; number 70, H, carries 0.26; number 71, H, carries 0.32; number 72, H, carries 0.29; number 73, H, carries 0.44; number 74, H, carries 0.39; number 75, H, carries 0.28; number 76, H, carries 0.40; number 77, H, carries 0.31; number 78, H, carries 0.38; number 79, H, carries 0.37; number 80, H, carries 0.33; number 81, H, carries 0.42; number 82, H, carries 0.47; number 83, H, carries 0.33; number 84, H, carries 0.31; number 85, H, carries 0.31; number 86, H, carries 0.29; number 87, H, carries 0.25; number 88, H, carries 0.32; number 89, H, carries 0.32; number 90, H, carries 0.33; number 91, H, carries 0.29; number 92, H, carries 0.32; number 93, H, carries 0.46; number 94, H, carries 0.16; number 95, H, carries 0.35; number 96, H, carries 0.33; number 97, H, carries 0.29; number 98, H, carries 0.19; number 99, H, carries 0.19



Here is a structure of composition C25H61NO12S5 in a non-equilibrium geometry from the OMol25 dataset. Energies are from wB97M-V/def2-TZVPD.

Cartesian coordinates (Å):
S: 1.384 -4.380 3.428
S: -0.486 5.238 2.184
S: -4.098 -3.988 -0.886
S: 0.121 -0.728 0.556
S: 2.244 4.535 -2.706
O: 1.440 5.751 -3.026
O: -4.527 -4.801 0.300
O: 0.332 5.497 0.963
O: -1.619 1.476 -2.174
O: -0.407 -1.648 -0.514
O: 4.387 3.364 1.067
O: 1.251 -3.745 -2.530
O: 2.302 -3.794 4.452
O: 3.146 3.068 -0.813
O: -2.481 -0.588 -2.439
O: -2.572 0.703 1.976
O: -3.135 -1.103 3.178
N: 2.230 -1.809 -3.256
C: -2.962 0.181 2.996
C: 5.070 1.739 -0.463
C: -2.609 -3.379 2.718
C: 2.980 4.856 -1.103
C: -3.319 1.023 4.203
C: -2.343 -4.144 -1.272
C: 0.786 -5.935 4.193
C: 4.073 2.804 -0.080
C: 2.041 -0.425 -3.653
C: 4.018 4.604 3.064
C: 1.060 3.236 -2.171
C: 3.621 4.452 1.605
C: -0.970 0.162 -4.042
C: -0.842 3.460 2.193
C: -1.709 0.439 -2.769
C: 3.573 -2.343 -3.251
C: 2.385 -5.058 2.090
C: -4.787 -0.261 -2.065
C: -3.434 -0.451 -1.374
C: 1.905 -0.976 0.421
C: -0.014 0.965 -0.075
C: 1.182 -2.590 -2.889
C: -2.188 5.689 1.704
C: -2.997 -2.056 2.107
C: -4.899 -4.709 -2.369
H: -2.247 -1.763 1.368
H: -1.083 1.178 -0.094
H: -2.224 -5.096 -1.798
H: 0.253 -1.999 -2.899
H: 3.906 5.360 1.070
H: 2.546 4.325 1.479
H: 4.126 -1.986 -2.375
H: -3.425 0.390 5.080
H: 2.321 -0.520 -0.481
H: 0.110 -5.680 5.002
H: 0.262 -6.504 3.425
H: -0.698 -0.874 -4.210
H: 2.100 -2.039 0.511
H: 0.072 2.894 2.362
H: -1.520 -3.437 2.785
H: 0.934 2.494 -2.956
H: 0.285 1.017 -1.127
H: -3.974 -2.053 1.616
H: -2.946 5.537 2.472
H: 1.657 -6.479 4.555
H: -1.267 3.149 1.240
H: 5.087 4.487 3.231
H: 4.719 1.149 -1.296
H: 1.039 -0.057 -3.455
H: 6.040 2.177 -0.689
H: 2.777 0.211 -3.160
H: -1.588 0.568 -4.851
H: -0.086 0.790 -4.172
H: 2.185 4.970 -0.364
H: -4.322 1.367 3.920
H: 0.553 1.761 0.400
H: -1.753 -4.245 -0.362
H: 0.124 3.750 -1.972
H: -2.206 6.740 1.409
H: -1.950 -3.304 -1.839
H: -2.718 1.914 4.309
H: 2.474 -0.412 1.172
H: -4.672 -4.020 -3.177
H: 5.168 1.082 0.408
H: -4.756 0.571 -2.770
H: 4.048 -2.202 -4.217
H: 1.717 -5.673 1.486
H: -5.613 -0.149 -1.366
H: -3.490 -1.333 -0.746
H: -4.961 -1.137 -2.698
H: 3.508 3.848 3.663
H: 3.520 5.797 -1.156
H: 3.720 5.603 3.382
H: -1.578 3.157 2.937
H: -2.948 -4.213 2.107
H: -2.483 5.179 0.784
H: 3.511 -3.395 -2.957
H: 3.577 3.999 -0.793
H: -3.021 -3.457 3.724
H: -5.945 -4.844 -2.106
H: 3.126 -5.703 2.570
H: -3.225 0.418 -0.753
H: -4.534 -5.719 -2.572
H: 1.507 2.739 -1.310
H: 2.907 -4.312 1.501
H: 2.224 -0.351 -4.730

Values from the calculation:
Kohn-Sham gap (eV): 7.78
E_HOMO (eV): -7.5

Here are the Mulliken charges for atoms 1 to 99, given in e: number 1, S, carries 0.71; number 2, S, carries 0.31; number 3, S, carries 0.64; number 4, S, carries 0.34; number 5, S, carries 0.32; number 6, O, carries -0.68; number 7, O, carries -0.68; number 8, O, carries -0.53; number 9, O, carries -0.57; number 10, O, carries -0.50; number 11, O, carries -0.27; number 12, O, carries -0.68; number 13, O, carries -0.70; number 14, O, carries -0.23; number 15, O, carries -0.20; number 16, O, carries -0.47; number 17, O, carries -0.36; number 18, N, carries 0.21; number 19, C, carries 0.79; number 20, C, carries -1.37; number 21, C, carries -1.25; number 22, C, carries -0.78; number 23, C, carries -1.23; number 24, C, carries -0.55; number 25, C, carries -1.07; number 26, C, carries 1.09; number 27, C, carries 0.03; number 28, C, carries -1.48; number 29, C, carries -0.07; number 30, C, carries 0.27; number 31, C, carries -1.77; number 32, C, carries -0.21; number 33, C, carries 1.19; number 34, C, carries -1.04; number 35, C, carries -1.02; number 36, C, carries -1.60; number 37, C, carries 0.99; number 38, C, carries -0.77; number 39, C, carries 0.40; number 40, C, carries 0.54; number 41, C, carries -0.98; number 42, C, carries 1.10; number 43, C, carries -1.19; number 44, H, carries -0.49; number 45, H, carries -0.06; number 46, H, carries 0.55; number 47, H, carries -0.15; number 48, H, carries 0.22; number 49, H, carries 0.03; number 50, H, carries 0.28; number 51, H, carries 0.35; number 52, H, carries -0.01; number 53, H, carries 0.32; number 54, H, carries 0.33; number 55, H, carries 0.37; number 56, H, carries 0.16; number 57, H, carries 0.34; number 58, H, carries 0.18; number 59, H, carries 0.09; number 60, H, carries -0.52; number 61, H, carries 0.26; number 62, H, carries 0.37; number 63, H, carries 0.39; number 64, H, carries 0.01; number 65, H, carries 0.39; number 66, H, carries 0.21; number 67, H, carries -0.99; number 68, H, carries 0.36; number 69, H, carries 0.19; number 70, H, carries 0.51; number 71, H, carries 0.68; number 72, H, carries 0.00; number 73, H, carries 0.29; number 74, H, carries 0.46; number 75, H, carries 0.22; number 76, H, carries 0.37; number 77, H, carries 0.37; number 78, H, carries -0.08; number 79, H, carries 0.28; number 80, H, carries 0.47; number 81, H, carries 0.34; number 82, H, carries 0.40; number 83, H, carries 0.42; number 84, H, carries 0.34; number 85, H, carries 0.31; number 86, H, carries 0.38; number 87, H, carries -0.38; number 88, H, carries 0.29; number 89, H, carries 0.32; number 90, H, carries 0.50; number 91, H, carries 0.40; number 92, H, carries 0.02; number 93, H, carries 0.26; number 94, H, carries 0.26; number 95, H, carries 0.33; number 96, H, carries -0.07; number 97, H, carries 0.40; number 98, H, carries 0.39; number 99, H, carries 0.40



E_HOMO of number 1 (C25H61N4O11Sr2)?
-12.6 eV